Entry 1:
{"formula": "C49H50N3O2P2SiTl", "method": "the ωB97M-V functional and the def2-TZVPD basis", "symbols": ["Tl", "O", "C", "O", "C", "C", "C", "C", "C", "C", "N", "C", "C", "C", "C", "C", "C", "N", "H", "H", "H", "H", "H", "H", "H", "H", "H", "H", "C", "C", "P", "C", "C", "C", "C", "C", "C", "C", "C", "C", "C", "C", "C", "C", "P", "C", "C", "C", "C", "C", "C", "C", "C", "C", "C", "C", "C", "H", "H", "H", "H", "H", "H", "H", "H", "H", "H", "H", "H", "H", "H", "H", "H", "H", "H", "H", "H", "H", "H", "H", "H", "H", "H", "C", "Si", "C", "C", "N", "C", "C", "C", "C", "C", "C", "H", "H", "H", "H", "H", "H", "H", "H", "H", "H", "H", "H", "H", "H"], "positions_angstrom": [[-0.17681, 0.73693, -0.49096], [-5.97317, 1.92188, -6.62923], [-5.48993, 2.33039, -5.43292], [-5.92021, 3.32779, -4.92898], [-4.42897, 1.48412, -4.79899], [-3.76457, 0.45120, -5.45474], [-2.78372, -0.27765, -4.80511], [-2.45078, 0.02087, -3.48488], [-3.08459, 1.07891, -2.84003], [-4.07296, 1.79239, -3.48848], [-1.43587, -0.67733, -2.79040], [-1.34149, -1.93291, -2.95972], [-0.27574, -2.76606, -2.36264], [-0.35936, -4.14897, -2.49371], [0.63267, -4.93437, -1.93025], [1.67497, -4.30841, -1.26813], [1.67755, -2.91980, -1.20329], [0.73048, -2.15936, -1.73305], [-5.58355, 1.07849, -6.88227], [-3.96225, 0.21129, -6.49369], [-2.24317, -1.04567, -5.34167], [-2.80338, 1.34437, -1.82726], [-4.57090, 2.61754, -2.99708], [-2.07773, -2.48530, -3.55298], [-1.19488, -4.59241, -3.01946], [0.59181, -6.01288, -2.00422], [2.47775, -4.87583, -0.81779], [2.48676, -2.39517, -0.70760], [0.77292, -1.87449, 3.38487], [1.89171, -1.04413, 2.73118], [1.60204, 0.78486, 2.80896], [2.78463, 1.42390, 1.56447], [2.58269, 2.73919, 1.13638], [3.37919, 3.29526, 0.14790], [4.38751, 2.54073, -0.43598], [4.60095, 1.23470, -0.01895], [3.80775, 0.68127, 0.97700], [2.46060, 1.19658, 4.37868], [3.75648, 1.69917, 4.45422], [4.33148, 1.98323, 5.68555], [3.62316, 1.76440, 6.85732], [2.32640, 1.27303, 6.79396], [1.74762, 1.00529, 5.56350], [-0.37805, -2.27640, 2.44718], [-1.56796, -0.94296, 1.92149], [-2.50292, -1.87055, 0.62879], [-3.46614, -1.15663, -0.08794], [-4.23944, -1.76810, -1.06171], [-4.05199, -3.11196, -1.35344], [-3.09041, -3.83190, -0.66137], [-2.32383, -3.21789, 0.32179], [-2.73501, -0.98625, 3.33185], [-3.80989, -1.86369, 3.44905], [-4.61602, -1.83290, 4.57750], [-4.35702, -0.92984, 5.59955], [-3.29441, -0.04538, 5.48725], [-2.49410, -0.06774, 4.35424], [0.37194, -1.36730, 4.26764], [1.21606, -2.80252, 3.75619], [1.96041, -1.31402, 1.67492], [2.85315, -1.27750, 3.19455], [1.76999, 3.31699, 1.55760], [3.19332, 4.30711, -0.18682], [5.00078, 2.96804, -1.21848], [5.38655, 0.64271, -0.47161], [3.99794, -0.33507, 1.29671], [4.32441, 1.87323, 3.54894], [5.33878, 2.37778, 5.72688], [4.07507, 1.98495, 7.81553], [1.75931, 1.11545, 7.70227], [0.72079, 0.65899, 5.52380], [-0.97124, -3.05688, 2.93341], [0.04580, -2.70270, 1.53310], [-3.62015, -0.10836, 0.12447], [-4.97830, -1.19014, -1.60160], [-4.65317, -3.59425, -2.11373], [-2.94048, -4.88317, -0.87587], [-1.59051, -3.81156, 0.85079], [-4.02656, -2.56814, 2.65547], [-5.45311, -2.51472, 4.65678], [-4.98906, -0.91008, 6.47783], [-3.10074, 0.67518, 6.27116], [-1.68541, 0.64802, 4.24688], [-3.74235, 2.83363, 0.82616], [-2.09442, 3.72194, 0.56084], [-2.50481, 5.54147, 0.27156], [-1.25924, 3.65559, 2.24403], [-1.10131, 2.98404, -0.62121], [-0.94678, 3.36914, -1.93140], [-1.89993, 4.12702, -2.65068], [-1.74874, 4.42047, -3.99309], [-0.64027, 3.97874, -4.70731], [0.32548, 3.25226, -4.02616], [0.18535, 2.96836, -2.67743], [-4.42516, 3.44243, 1.42333], [-3.57573, 1.90928, 1.38308], [-4.24584, 2.59432, -0.11464], [-2.69966, 6.01198, 1.23826], [-3.39052, 5.68463, -0.34896], [-1.67868, 6.07567, -0.20180], [-1.99946, 3.85965, 3.02267], [-0.46599, 4.40086, 2.33839], [-0.82809, 2.67330, 2.44345], [-2.79973, 4.44818, -2.14471], [-2.52442, 4.98505, -4.49746], [-0.52796, 4.20743, -5.75825], [1.21505, 2.91393, -4.54509], [1.00176, 2.46031, -2.17188]], "forces_ev_per_a": [[0.208, 0.249, 0.236], [-0.020, 0.020, -0.001], [0.035, -0.040, -0.008], [-0.011, 0.021, -0.003], [-0.006, 0.012, 0.029], [-0.003, 0.026, 0.039], [0.009, 0.016, -0.018], [0.042, -0.016, 0.075], [-0.107, -0.055, 0.031], [-0.023, -0.041, -0.053], [0.083, -0.252, -0.173], [-0.130, 0.212, 0.053], [0.025, 0.031, -0.044], [0.065, 0.024, 0.001], [-0.030, 0.022, 0.005], [0.002, 0.004, 0.015], [-0.008, -0.035, 0.017], [-0.033, 0.024, -0.051], [-0.005, -0.005, 0.005], [0.004, 0.010, -0.004], [0.029, -0.017, 0.006], [0.046, 0.002, -0.025], [0.005, -0.018, -0.021], [0.007, 0.028, -0.029], [-0.002, 0.001, -0.002], [0.007, -0.013, -0.020], [0.001, -0.003, 0.006], [0.031, 0.031, 0.033], [-0.083, 0.001, -0.024], [-0.100, -0.035, 0.036], [-0.054, 0.073, -0.037], [-0.073, 0.030, -0.063], [-0.034, -0.133, -0.054], [0.012, -0.008, -0.039], [0.007, 0.003, 0.006], [0.003, 0.007, 0.001], [-0.013, 0.022, 0.046], [-0.086, -0.032, 0.011], [0.048, -0.044, -0.002], [0.016, 0.004, -0.002], [-0.016, -0.014, -0.002], [0.026, 0.017, 0.016], [-0.008, 0.025, 0.004], [0.112, 0.117, 0.121], [0.008, -0.320, -0.120], [-0.052, 0.012, 0.112], [-0.010, -0.086, -0.009], [-0.011, 0.038, 0.009], [-0.009, 0.001, 0.015], [-0.031, -0.005, 0.060], [-0.036, -0.037, 0.017], [0.076, 0.120, 0.010], [0.010, -0.024, 0.025], [-0.011, -0.010, -0.004], [0.009, -0.008, 0.008], [-0.012, -0.002, -0.005], [-0.020, 0.023, -0.019], [0.015, 0.022, 0.016], [-0.028, 0.019, 0.015], [0.009, -0.012, -0.091], [-0.011, -0.016, -0.029], [-0.062, 0.036, 0.030], [0.003, 0.019, 0.009], [0.003, 0.000, -0.010], [0.005, 0.003, 0.005], [-0.007, -0.032, 0.005], [-0.008, -0.001, -0.006], [0.003, 0.002, 0.002], [0.000, 0.006, 0.006], [-0.003, -0.006, 0.008], [-0.016, -0.016, -0.015], [0.040, -0.030, -0.066], [0.048, 0.043, -0.011], [-0.016, 0.187, 0.052], [-0.013, 0.015, -0.003], [-0.014, -0.003, -0.007], [0.007, 0.004, 0.001], [-0.014, -0.008, -0.009], [0.014, -0.012, -0.015], [-0.003, -0.002, 0.004], [-0.008, 0.006, -0.001], [0.011, 0.001, 0.012], [0.013, 0.013, -0.009], [0.072, -0.003, -0.090], [-0.114, 0.148, 0.183], [0.071, -0.056, -0.097], [0.009, -0.054, -0.067], [0.120, -0.164, 0.016], [-0.092, 0.116, -0.218], [0.026, -0.109, 0.023], [-0.010, -0.003, -0.037], [0.006, -0.016, 0.050], [-0.014, 0.001, -0.068], [0.068, 0.034, 0.102], [-0.002, 0.041, 0.005], [-0.020, -0.155, -0.006], [-0.023, -0.023, -0.005], [-0.015, 0.007, 0.020], [-0.013, 0.011, -0.013], [0.022, 0.008, -0.004], [-0.002, 0.015, 0.025], [0.036, -0.004, -0.028], [0.055, -0.095, 0.028], [-0.052, 0.038, 0.049], [-0.009, 0.022, 0.006], [-0.001, 0.001, -0.016], [0.005, -0.006, -0.001], [0.021, 0.036, 0.039]], "mulliken_charge": [0.83, -0.50, 0.58, -0.55, 0.98, -1.05, -0.86, -0.57, 1.31, -0.94, 0.34, -0.87, 0.58, -0.69, -0.54, -0.70, -0.33, 0.05, 0.27, 0.22, 0.60, -0.28, 0.52, 0.52, 0.48, 0.43, 0.44, 0.48, -1.16, -0.44, 1.02, 0.23, -0.51, -0.42, -0.61, -0.76, -0.25, 0.43, -0.51, -0.71, -0.51, -0.68, -0.22, -1.10, 1.31, 0.44, -0.29, -0.58, -0.83, -0.69, -0.50, 0.21, -0.61, -0.68, -0.59, -0.60, -0.25, 0.20, 0.48, -0.13, 0.64, 0.18, 0.43, 0.39, 0.43, 0.43, 0.36, 0.41, 0.37, 0.43, 0.16, 0.72, 0.18, 0.27, 0.45, 0.39, 0.49, 0.41, 0.38, 0.43, 0.38, 0.45, 0.23, -0.69, -0.16, -1.24, -0.63, 0.09, 0.22, -0.07, -0.72, -0.65, -0.82, -0.07, 0.53, 0.05, 0.17, 0.44, 0.35, 0.37, 0.46, 0.36, -0.33, 0.29, 0.42, 0.39, 0.44, 0.35], "lumo_energy_ev": -0.67, "relative_energy_kj_mol": 0.0, "energy_ev": -91340.889}

Entry 2:
{"formula": "C49H51Br2NNbO7", "method": "the ωB97M-V functional and the def2-TZVPD basis", "symbols": ["C", "C", "O", "N", "C", "C", "C", "C", "C", "Nb", "C", "C", "C", "C", "O", "C", "O", "C", "C", "C", "C", "C", "C", "C", "Br", "C", "C", "Br", "H", "H", "H", "H", "H", "H", "H", "H", "H", "H", "H", "H", "H", "H", "H", "H", "H", "H", "H", "H", "H", "H", "H", "H", "H", "H", "H", "H", "H", "H", "H", "H", "H", "H", "H", "C", "C", "C", "C", "C", "C", "C", "O", "C", "C", "C", "C", "C", "C", "C", "O", "H", "H", "H", "H", "H", "H", "H", "H", "C", "C", "C", "C", "C", "C", "C", "O", "C", "C", "C", "C", "C", "C", "C", "O", "H", "H", "H", "H", "H", "H", "H", "H"], "positions_angstrom": [[-3.39964, 1.38387, 1.86095], [-3.65497, -0.02736, 1.37750], [-3.85386, -0.93343, 2.15663], [-3.57946, -0.18944, -0.00243], [-4.50339, 0.66299, -0.76030], [-3.52274, -1.57983, -0.46460], [-2.72213, -1.67750, -1.78218], [-1.51248, -2.64425, -1.74017], [-0.16622, -1.94968, -2.06651], [1.58572, -2.69631, -0.84053], [2.41953, -0.69551, -0.35238], [0.45486, -2.80473, 1.11843], [-0.50474, -1.63050, 1.44918], [0.10534, -0.49656, 2.26470], [0.07935, 0.72140, 1.49880], [2.80174, -2.59741, -2.80899], [3.10958, -1.22649, -3.21946], [2.86808, -0.94219, -4.52140], [3.77275, -1.30926, -5.51979], [3.50797, -0.99355, -6.84635], [2.34651, -0.30747, -7.19343], [1.45527, 0.07708, -6.19497], [1.71401, -0.23901, -4.86638], [1.23759, -4.92940, -1.38500], [0.45917, -5.31412, -3.12132], [1.49497, -6.04230, -0.69251], [1.28707, -7.48234, -1.07753], [2.17868, -5.89128, 1.08408], [-3.09900, 2.04368, 1.05135], [-2.59925, 1.32653, 2.59586], [-4.29101, 1.77432, 2.35384], [-5.19251, 1.19023, -0.10187], [-3.97386, 1.41686, -1.34845], [-5.06987, 0.04559, -1.45436], [-3.04213, -2.16676, 0.30894], [-4.53572, -1.96891, -0.61410], [-2.37993, -0.67776, -2.04997], [-3.40236, -1.99070, -2.57857], [-1.49654, -3.14990, -0.77172], [-1.66902, -3.41648, -2.49039], [-0.24696, -0.88898, -1.79999], [0.02072, -2.05277, -3.13650], [3.17748, -3.30262, -0.14489], [1.73843, 0.09697, -0.66055], [2.56303, -0.68117, 0.73353], [3.40641, -0.55320, -0.79210], [-0.13889, -3.72558, 1.12374], [1.17247, -2.89669, 1.94160], [-1.33246, -2.03822, 2.03699], [-0.96490, -1.17547, 0.56922], [1.13381, -0.73311, 2.54693], [-0.47848, -0.32878, 3.17609], [0.50899, 1.40169, 2.02439], [3.72023, -3.19010, -2.80208], [2.15626, -3.03699, -3.57815], [4.67674, -1.83921, -5.25273], [4.20705, -1.28181, -7.62202], [2.13166, -0.07334, -8.22735], [0.54836, 0.61310, -6.44534], [1.03016, 0.04615, -4.07711], [1.56847, -7.64279, -2.11652], [0.24694, -7.77496, -0.92469], [1.90129, -8.13070, -0.45670], [0.22693, -3.71651, 6.43577], [0.23979, -4.09052, 7.77552], [0.78837, -3.25075, 8.72995], [1.33598, -2.03242, 8.34718], [1.33526, -1.66433, 7.00019], [0.77340, -2.50557, 6.04718], [1.94388, -0.38071, 6.55012], [1.92741, -0.06666, 5.38146], [2.57361, 0.49047, 7.58472], [3.19278, 1.66846, 7.18691], [3.77327, 2.49576, 8.13254], [3.73222, 2.15301, 9.47998], [3.11930, 0.97845, 9.88076], [2.54302, 0.13924, 8.93502], [1.91003, -1.13534, 9.38866], [1.87101, -1.42670, 10.56597], [-0.20639, -4.37191, 5.69217], [-0.18067, -5.04170, 8.07420], [0.80042, -3.52779, 9.77486], [0.77487, -2.20447, 5.00817], [3.21384, 1.92113, 6.13585], [4.25940, 3.41092, 7.82118], [4.18278, 2.80405, 10.21763], [3.08248, 0.69681, 10.92385], [-3.69053, 6.89753, -7.35853], [-3.59737, 5.60035, -7.85217], [-2.99089, 4.61131, -7.09751], [-2.46713, 4.91615, -5.84740], [-2.54716, 6.22009, -5.35843], [-3.16676, 7.20708, -6.11554], [-1.96302, 6.58448, -4.03337], [-2.04443, 7.71927, -3.61021], [-1.27789, 5.51231, -3.26190], [-0.68298, 5.83271, -2.04808], [-0.04877, 4.84895, -1.30797], [-0.01063, 3.53866, -1.77040], [-0.59904, 3.21407, -2.98210], [-1.22854, 4.19706, -3.73429], [-1.83144, 3.82677, -5.04537], [-1.81147, 2.68730, -5.45574], [-4.17071, 7.66777, -7.94785], [-4.00012, 5.36211, -8.82788], [-2.91442, 3.59711, -7.46416], [-3.22763, 8.21100, -5.71905], [-0.72297, 6.85448, -1.69713], [0.41782, 5.10119, -0.36485], [0.47999, 2.76802, -1.18916], [-0.57109, 2.19773, -3.35107]], "forces_ev_per_a": [[-0.219, -0.006, -0.044], [0.057, 0.306, -0.206], [0.234, -0.179, 0.112], [-0.581, -0.560, 0.539], [0.635, 0.385, -0.200], [0.157, 0.227, -0.520], [-0.257, -0.214, 0.105], [0.059, 0.365, -0.240], [0.164, -0.811, -0.332], [-1.455, 1.379, 0.949], [0.727, -0.949, 0.198], [0.043, 0.384, -0.064], [-0.076, -0.255, 0.279], [-0.017, 0.214, -0.160], [-0.093, -0.027, -0.012], [-0.100, -0.373, 0.015], [-0.045, 0.176, 0.140], [0.051, -0.040, -0.172], [-0.153, 0.065, -0.144], [-0.179, 0.091, 0.025], [-0.034, 0.008, 0.229], [0.161, -0.125, 0.034], [0.104, 0.022, -0.123], [0.686, -0.195, 0.434], [-0.005, 0.024, -0.144], [-0.244, -0.129, -0.396], [0.190, 0.011, 0.171], [0.064, 0.120, 0.192], [0.029, 0.050, 0.027], [0.030, 0.017, -0.008], [0.004, 0.018, 0.034], [-0.104, -0.063, 0.001], [0.020, -0.018, -0.055], [-0.105, -0.032, 0.044], [-0.050, -0.026, 0.108], [-0.047, -0.066, 0.180], [0.056, 0.036, -0.007], [0.016, 0.041, -0.064], [-0.014, -0.029, 0.069], [0.052, -0.173, 0.117], [0.231, 0.097, -0.018], [-0.071, 0.362, -0.076], [0.139, -0.094, -0.599], [-0.115, -0.007, -0.006], [-0.152, 0.176, 0.038], [-0.077, 0.122, -0.154], [0.134, -0.153, -0.043], [0.032, -0.154, 0.038], [-0.125, 0.096, -0.068], [0.076, 0.012, -0.113], [0.038, 0.005, 0.045], [0.060, -0.095, 0.108], [0.079, 0.001, 0.000], [0.146, 0.130, -0.051], [0.011, 0.004, -0.045], [-0.004, -0.046, 0.097], [0.038, -0.027, 0.021], [0.039, 0.008, -0.049], [-0.016, 0.026, -0.023], [-0.011, -0.042, 0.014], [-0.166, 0.015, -0.065], [-0.064, -0.001, -0.141], [0.018, -0.003, 0.029], [-0.006, -0.010, 0.017], [0.008, 0.021, -0.007], [-0.045, -0.068, -0.021], [0.025, 0.053, -0.005], [0.030, 0.014, 0.041], [-0.027, -0.053, -0.022], [-0.084, -0.150, -0.045], [0.068, 0.190, -0.045], [-0.019, -0.040, 0.015], [0.042, 0.082, 0.021], [-0.007, -0.009, 0.011], [-0.008, -0.008, -0.013], [0.048, 0.075, 0.017], [-0.018, -0.033, -0.041], [-0.017, -0.026, 0.003], [0.010, 0.002, 0.009], [0.003, -0.004, -0.011], [-0.011, -0.006, -0.002], [0.014, 0.043, 0.024], [0.028, 0.028, -0.004], [-0.032, -0.041, -0.023], [0.002, 0.010, 0.002], [0.007, 0.007, 0.003], [-0.020, -0.050, -0.002], [0.005, -0.014, 0.006], [0.004, 0.007, 0.015], [-0.050, 0.021, -0.076], [0.024, 0.020, 0.051], [0.031, -0.037, 0.020], [-0.039, 0.024, -0.077], [-0.009, 0.023, 0.006], [0.005, 0.000, 0.003], [-0.017, -0.012, -0.046], [0.039, -0.030, 0.071], [-0.015, -0.003, -0.009], [0.019, -0.052, 0.012], [0.054, -0.077, 0.086], [-0.022, 0.038, -0.031], [-0.005, -0.014, -0.001], [0.012, -0.007, -0.002], [-0.002, 0.003, -0.008], [-0.010, 0.000, -0.005], [0.019, -0.028, 0.044], [0.033, -0.002, 0.043], [-0.034, 0.023, -0.034], [0.002, -0.003, 0.010], [-0.014, -0.015, 0.009], [-0.019, 0.007, -0.057]], "mulliken_charge": [-1.20, 0.60, -0.64, 0.28, -1.20, -1.33, -0.66, -0.43, -0.57, -1.15, -1.06, -1.98, 1.90, -1.05, -0.35, -0.79, -0.34, -0.22, -0.30, -0.51, -0.43, -0.66, 0.20, 0.21, -0.29, 0.61, -1.43, -0.18, 0.32, 0.25, 0.38, 0.44, 0.27, 0.40, 0.61, 0.68, 0.36, 0.39, 0.14, 0.65, -0.07, 0.69, -0.02, -0.05, 0.40, 0.57, 0.58, 0.59, 0.34, -0.97, 0.34, 0.36, 0.23, 0.46, 0.51, 0.40, 0.35, 0.38, 0.42, 0.55, 0.39, 0.28, 0.41, -0.78, -0.41, -0.76, 0.57, 0.11, -0.56, 0.44, -0.66, 0.13, -0.50, -0.49, -0.46, -0.57, 0.14, 0.55, -0.68, 0.47, 0.39, 0.47, 0.83, 0.50, 0.40, 0.39, 0.47, -0.45, -0.49, -0.52, 0.22, 0.13, -0.58, 0.67, -0.68, 0.23, -0.59, -0.75, -0.30, -0.66, 0.10, 0.50, -0.66, 0.39, 0.40, 0.49, 0.47, 0.48, 0.43, 0.48, 0.68], "lumo_energy_ev": 0.45, "charge": -1, "energy_ev": -209094.417}